Molecular formula: C65H150N10O10
Method: DFT, the ωB97M-V functional and the def2-TZVPD basis

Geometry as XYZ:
```
235
Properties=species:S:1:pos:R:3:lowdin_charge:R:1
C -6.98888 -19.16391 11.36429 -0.07
C -6.81354 -20.37228 10.47593 -0.40
C -5.69806 -20.16490 9.37892 -0.13
O -5.97123 -19.14307 8.39762 -0.18
C -7.14823 -19.10181 7.73348 -0.16
N -6.66036 -21.49644 11.40905 0.06
H -6.11663 -19.02292 12.00257 0.07
H -7.83152 -19.32758 12.03607 0.08
H -7.22946 -18.27196 10.78582 0.08
H -7.76425 -20.46430 9.95079 0.11
H -5.64393 -21.11216 8.84238 0.11
H -4.70532 -19.97841 9.78857 0.12
H -6.91588 -18.76496 6.72320 0.09
H -7.94870 -18.50319 8.16819 0.09
H -7.63564 -20.06809 7.60369 0.07
H -5.76587 -21.35812 11.85721 0.02
H -7.37541 -21.68070 12.09813 0.09
C -8.07986 -24.33604 6.93043 -0.06
C -8.42558 -23.91377 5.47462 -0.38
C -9.78800 -24.61885 4.99387 -0.19
O -9.76821 -26.00484 4.91922 -0.15
C -8.74907 -26.71335 4.34097 -0.15
N -8.77790 -22.51580 5.58997 0.00
H -8.42139 -23.64780 7.70359 0.04
H -7.01406 -24.44109 7.13328 0.07
H -8.59113 -25.25964 7.20187 0.07
H -7.69365 -24.16669 4.70754 0.12
H -10.11543 -24.05471 4.12058 0.12
H -10.50525 -24.32291 5.75942 0.11
H -8.45551 -26.53622 3.30630 0.09
H -8.78790 -27.80103 4.40066 0.08
H -7.79434 -26.57265 4.84771 0.06
H -9.68330 -22.43376 6.03000 0.01
H -8.09776 -22.20979 6.27105 0.04
C -10.68037 -22.91023 9.63484 -0.06
C -11.49298 -22.52254 8.39208 -0.35
C -12.66113 -21.61832 8.97759 -0.22
O -13.58605 -22.21913 9.76925 -0.18
C -14.48982 -23.14395 9.37644 -0.13
N -10.57230 -21.63279 7.65481 0.02
H -11.24787 -23.41538 10.41642 0.09
H -10.15939 -22.01598 9.97686 0.07
H -9.79624 -23.52597 9.46971 0.05
H -11.88820 -23.39789 7.87665 0.13
H -13.18172 -21.24391 8.09616 0.12
H -12.24464 -20.81723 9.58823 0.13
H -14.91299 -23.63501 10.25273 0.10
H -13.98035 -23.93215 8.82211 0.08
H -15.23852 -22.76792 8.67920 0.09
H -10.02093 -20.94515 8.14800 0.07
H -11.05956 -21.04195 6.99633 0.08
C -2.93417 -22.32278 5.63191 -0.06
C -3.73635 -21.33280 6.46742 -0.42
C -2.80694 -20.62103 7.45619 -0.16
O -2.16300 -21.61772 8.36186 -0.19
C -1.29689 -21.03700 9.34568 -0.11
N -4.38586 -20.34958 5.56484 0.06
H -1.91625 -22.01135 5.39751 0.09
H -3.48816 -22.70735 4.77558 0.07
H -2.84458 -23.24221 6.21047 0.05
H -4.44161 -21.83377 7.13054 0.12
H -3.43709 -19.93454 8.02164 0.09
H -2.06864 -19.90332 7.09855 0.13
H -1.50498 -19.97157 9.44399 0.09
H -0.26341 -21.22976 9.05784 0.08
H -1.28097 -21.56933 10.29671 0.03
H -5.25643 -20.73692 5.22991 0.07
H -4.71822 -19.61827 6.17708 0.04
C -2.99051 -25.47862 8.73755 -0.04
C -3.26357 -25.17363 10.20137 -0.42
C -4.52948 -24.43479 10.76218 -0.19
O -5.61801 -25.15167 10.26799 -0.20
C -6.93755 -24.62324 10.58789 -0.08
N -3.00609 -26.35791 10.98749 0.06
H -3.05258 -24.58797 8.11225 0.06
H -3.78388 -26.09702 8.31773 0.07
H -2.01686 -25.95886 8.64025 0.08
H -2.45272 -24.52471 10.53230 0.11
H -4.54620 -23.41049 10.38986 0.11
H -4.47128 -24.36966 11.84868 0.11
H -7.64292 -25.32538 10.14343 0.07
H -7.13345 -23.70737 10.03030 0.05
H -7.03845 -24.44357 11.65824 0.08
H -3.91159 -26.69222 11.28480 0.06
H -2.64126 -27.01657 10.31431 0.05
C -5.60277 -31.18571 10.50354 -0.04
C -4.79123 -30.82592 9.28891 -0.43
C -4.61085 -32.14080 8.40504 -0.12
C -5.80531 -32.35660 7.49676 -0.22
C -6.21113 -31.10856 6.76371 -0.16
C -6.54197 -29.86958 7.56101 -0.46
N -5.37779 -29.66500 8.48408 -0.08
O -5.70039 -28.53644 9.27607 -0.03
C -6.68751 -28.69396 6.53777 -0.02
C -7.88990 -30.06271 8.34211 -0.01
C -3.32226 -30.38085 9.62607 -0.02
H -5.30672 -30.38919 11.18618 0.07
H -5.29650 -32.07122 11.06049 0.09
H -6.68389 -31.15515 10.36810 0.07
H -3.74436 -32.05833 7.74892 0.10
H -4.41257 -33.02159 9.01576 0.12
H -6.69121 -32.73327 8.00803 0.10
H -5.65406 -33.23547 6.87003 0.11
H -7.07940 -31.43545 6.19158 0.13
H -5.32374 -31.09307 6.13094 0.12
H -7.39027 -29.03416 5.77718 0.07
H -7.11190 -27.75226 6.88589 0.07
H -5.74307 -28.31880 6.14358 0.07
H -8.79447 -29.99794 7.73741 0.08
H -7.90309 -31.07297 8.75111 0.06
H -7.91407 -29.36455 9.17883 0.07
H -2.91184 -29.63149 8.94922 0.06
H -2.61978 -31.20431 9.75453 0.08
H -3.33420 -29.95785 10.63057 0.07
H -5.36397 -27.78536 8.78180 0.08
C -1.13779 -28.70799 6.58450 -0.04
C -1.38073 -29.17859 5.18608 -0.54
C -2.82802 -28.75378 4.98921 -0.16
C -3.08126 -27.28274 4.61424 -0.17
C -2.09340 -26.79034 3.53428 -0.14
C -0.62858 -27.06214 3.83395 -0.48
N -0.54661 -28.53508 4.15988 -0.09
O 0.76572 -28.97762 4.33478 -0.02
C 0.16529 -26.79916 2.49866 -0.04
C -0.04175 -26.14948 4.90690 -0.03
C -1.46006 -30.67284 5.07062 -0.03
H -1.56419 -29.46329 7.24467 0.07
H -1.47634 -27.72387 6.90851 0.07
H -0.07444 -28.88607 6.74474 0.09
H -3.22321 -29.36461 4.17754 0.12
H -3.50466 -28.92501 5.82643 0.10
H -3.05464 -26.60492 5.46744 0.09
H -4.10936 -27.12854 4.28661 0.10
H -2.22120 -25.71052 3.45834 0.11
H -2.42480 -27.17832 2.57109 0.12
H 0.06856 -25.81163 2.04753 0.09
H 1.22075 -27.04504 2.61543 0.07
H -0.07900 -27.55775 1.75504 0.08
H -0.07414 -25.07783 4.71039 0.08
H -0.66963 -26.11584 5.79726 0.06
H 0.99521 -26.45374 5.04916 0.09
H -0.50039 -31.09532 5.36832 0.09
H -1.77054 -30.96585 4.06769 0.09
H -2.23476 -31.07639 5.72259 0.08
H 0.98259 -29.37478 3.48813 0.10
C -4.27271 -19.85050 17.11658 -0.04
C -3.65238 -19.70651 15.70854 -0.49
C -2.20756 -19.27791 15.82192 -0.16
C -1.44927 -19.33291 14.52244 -0.16
C -1.43603 -20.83444 14.03593 -0.13
C -2.82343 -21.44260 13.90738 -0.42
N -3.67283 -21.03366 15.06473 -0.13
O -4.86601 -21.68799 15.19666 -0.01
C -3.38131 -20.95879 12.49267 0.00
C -2.69027 -23.02826 13.93083 -0.01
C -4.50691 -18.63165 14.92336 -0.02
H -3.73310 -20.63354 17.64929 0.09
H -5.31411 -20.16832 17.06573 0.08
H -4.37189 -18.88293 17.60860 0.09
H -2.09578 -18.27586 16.23604 0.12
H -1.78999 -19.95142 16.57031 0.12
H -0.46230 -18.89098 14.65913 0.11
H -1.85140 -18.70395 13.72821 0.10
H -0.84039 -21.46207 14.69880 0.10
H -1.02270 -20.77236 13.02926 0.10
H -3.36943 -19.86905 12.51309 0.07
H -2.90386 -21.32699 11.58461 0.06
H -4.42531 -21.27145 12.51261 0.04
H -2.26453 -23.40973 14.85891 0.08
H -3.64857 -23.52707 14.07557 0.06
H -2.05323 -23.49380 13.17881 0.06
H -4.91589 -17.86822 15.58518 0.07
H -5.33426 -19.12088 14.40931 0.07
H -3.96130 -17.99287 14.22884 0.07
H -4.73280 -22.17154 16.01521 0.10
C -10.22562 -28.79890 16.32320 -0.03
C -8.84719 -28.84092 15.47112 -0.44
C -8.72739 -30.24766 14.90784 -0.17
C -7.84694 -30.48718 13.66814 -0.16
C -8.32531 -29.50695 12.56942 -0.12
C -8.29378 -28.00627 13.02611 -0.48
N -9.11272 -27.93143 14.31361 -0.11
O -9.15122 -26.62500 14.71898 -0.03
C -6.89531 -27.48289 13.15416 -0.03
C -8.98166 -27.25534 11.89983 -0.05
C -7.57707 -28.40385 16.28257 -0.02
H -10.42753 -27.78799 16.67729 0.06
H -10.24537 -29.34984 17.26351 0.08
H -11.11875 -28.91590 15.70942 0.07
H -8.26849 -30.92815 15.62509 0.12
H -9.74581 -30.62714 14.82484 0.11
H -7.90154 -31.54716 13.42003 0.11
H -6.81530 -30.30995 13.97215 0.10
H -9.28349 -29.82090 12.15539 0.12
H -7.57522 -29.50939 11.77855 0.08
H -6.28272 -27.49278 12.25264 0.08
H -6.92633 -26.43301 13.44552 0.09
H -6.39138 -28.13106 13.87113 0.07
H -8.51855 -27.21522 10.91393 0.07
H -10.00250 -27.61336 11.76638 0.08
H -9.10225 -26.21889 12.21496 0.07
H -7.16934 -27.39942 16.16863 0.08
H -6.80746 -29.14688 16.07354 0.07
H -7.65973 -28.55093 17.35943 0.07
H -10.06763 -26.34358 14.76971 0.11
C 1.42009 -22.92309 13.78288 -0.03
C 1.60585 -23.57058 12.34989 -0.40
C 3.02797 -23.26835 11.79022 -0.15
C 4.13795 -24.27149 12.14837 -0.15
C 3.54778 -25.71217 11.81658 -0.13
C 2.22545 -26.07851 12.50996 -0.50
N 1.27269 -25.02264 12.30517 -0.15
O 0.10393 -25.40194 12.91861 -0.01
C 1.77567 -27.32973 11.77989 -0.05
C 2.49978 -26.28550 14.09953 0.00
C 0.54915 -22.81518 11.42383 -0.04
H 1.27220 -21.84766 13.68445 0.06
H 2.18025 -23.05612 14.55265 0.08
H 0.49690 -23.30198 14.22139 0.06
H 3.06535 -23.13532 10.70902 0.11
H 3.42431 -22.33058 12.17958 0.11
H 4.37363 -24.09649 13.19810 0.10
H 5.05520 -24.04484 11.60488 0.10
H 4.28593 -26.46794 12.08503 0.11
H 3.33157 -25.91355 10.76738 0.11
H 2.60357 -28.03309 11.69060 0.09
H 0.93030 -27.80409 12.27832 0.08
H 1.47269 -27.10291 10.75771 0.09
H 3.27203 -25.72349 14.62477 0.06
H 1.68092 -25.92174 14.72022 0.06
H 2.58818 -27.35785 14.27370 0.07
H -0.47039 -23.14318 11.62645 0.05
H 0.67184 -22.92338 10.34618 0.07
H 0.75683 -21.77184 11.66133 0.08
H -0.33495 -25.69641 12.11720 0.09
```

Properties
* LUMO level: 0.01540 Ha
* relative energy (zero: lowest compared OMol25 entry of this formula, charge and spin): 649.8 kJ/mol
* energy: -3865.97697 Eh
* maximum force: 0.07421 hartree/bohr
* gap between HOMO and LUMO: 8.374 eV
* structure (SMILES): CC1(C)CCCC(C)(C)N1O.CC1(C)CCCC(C)(C)N1O.CC1(C)CCCC(C)(C)N1O.CC1(C)CCCC(C)(C)N1O.CC1(C)CCCC(C)(C)N1O.COC[C@H](C)N.COC[C@H](C)N.COC[C@H](C)N.COC[C@H](C)N.COC[C@H](C)N
* total charge: 0
* highest occupied orbital energy: -7.9554 eV